131
Properties=species:S:1:pos:R:3:lowdin_charge:R:1 method="wB97M-V/def2-TZVPD" e_homo_ev=-8.979 homo_lumo_gap_ev=8.87 molar_mass_g_mol=868.0 de_lowest_ev=1.066 multiplicity=1 e_lumo_ev=-0.110
C 9.808 13.265 11.324 -0.687
O 9.459 13.165 10.134 -0.012
N 10.358 12.240 12.008 0.154
N 9.747 14.431 12.013 0.157
H 10.156 12.037 12.984 0.045
H 10.683 11.441 11.481 0.104
H 9.009 15.046 11.763 0.096
H 10.071 14.469 12.967 0.045
C 17.039 16.689 11.780 -0.608
O 16.895 16.024 10.806 0.076
N 15.921 17.297 12.414 0.139
N 18.275 16.970 12.485 0.133
H 15.119 16.840 12.010 0.072
H 15.962 17.262 13.397 0.047
H 19.051 16.362 12.356 0.075
H 18.150 17.366 13.408 0.069
C 13.689 19.658 16.683 -0.641
O 12.693 20.374 16.662 -0.012
N 14.298 19.126 15.586 0.179
N 14.439 19.432 17.794 0.180
H 14.905 18.314 15.704 0.066
H 13.756 19.098 14.750 0.066
H 14.166 19.641 18.736 0.070
H 15.368 18.968 17.628 0.121
C 12.814 12.364 18.374 -0.700
O 12.703 11.164 18.121 -0.010
N 13.777 13.134 17.883 0.177
N 12.131 12.991 19.325 0.191
H 14.424 12.784 17.214 0.106
H 13.590 14.128 17.758 0.061
H 12.468 13.901 19.631 0.092
H 11.228 12.677 19.632 0.108
C 9.979 21.751 14.635 -0.713
O 9.638 22.378 15.631 0.013
N 11.214 21.341 14.304 0.146
N 9.144 21.246 13.694 0.153
H 11.965 21.198 15.028 0.094
H 11.210 20.719 13.521 0.021
H 9.620 20.751 12.920 0.085
H 8.362 21.795 13.555 0.074
C 11.725 20.319 20.022 -0.627
O 12.680 19.628 20.483 -0.053
N 11.817 21.677 20.161 0.175
N 10.565 19.846 19.541 0.191
H 12.803 21.912 20.106 0.084
H 11.238 22.357 19.672 0.097
H 10.353 18.888 19.772 0.112
H 10.008 20.270 18.810 0.111
C 13.615 16.401 19.844 -0.701
O 14.062 15.437 19.243 -0.032
N 14.025 16.744 21.082 0.169
N 12.586 17.101 19.380 0.196
H 13.704 17.518 21.674 0.109
H 14.909 16.391 21.455 0.114
H 12.413 18.000 19.808 0.036
H 12.416 16.754 18.440 0.097
C 12.891 24.480 17.907 -0.652
O 12.874 25.668 17.908 0.068
N 13.937 23.729 18.522 0.129
N 11.806 23.719 17.487 0.155
H 14.096 22.743 18.280 0.084
H 14.750 24.269 18.671 0.072
H 11.099 24.332 17.097 0.101
H 11.766 22.808 17.121 0.037
C 17.337 15.926 16.968 -0.694
O 16.698 16.900 16.455 -0.047
N 16.713 15.080 17.803 0.174
N 18.582 15.658 16.765 0.176
H 17.236 14.607 18.522 0.113
H 15.783 15.379 18.025 0.056
H 19.066 16.197 16.036 0.131
H 19.071 14.831 17.019 0.110
C 9.978 11.241 15.724 -0.644
O 9.390 11.298 14.642 -0.014
N 9.265 11.288 16.927 0.192
N 11.333 11.164 15.830 0.149
H 8.344 11.598 17.064 0.060
H 9.864 11.346 17.718 0.067
H 11.788 11.010 16.742 0.034
H 11.721 10.583 15.051 0.138
C 13.101 15.824 15.476 -0.061
C 11.644 15.436 15.655 -0.427
C 10.740 16.712 15.484 -0.163
O 10.976 17.616 16.590 -0.190
C 10.249 18.829 16.387 -0.119
N 11.278 14.359 14.755 0.040
H 13.416 16.633 16.103 0.046
H 13.256 16.241 14.462 0.084
H 13.685 14.909 15.592 0.071
H 11.444 15.085 16.655 0.122
H 9.720 16.364 15.323 0.107
H 11.025 17.251 14.533 0.108
H 10.276 19.179 15.336 0.077
H 10.756 19.559 16.996 0.028
H 9.187 18.874 16.797 0.104
H 12.192 13.950 14.334 0.123
H 10.792 13.532 15.164 0.064
C 13.405 19.806 11.644 -0.052
C 12.047 19.212 11.222 -0.391
C 12.353 17.896 10.552 -0.248
O 11.143 17.228 10.342 -0.175
C 11.438 15.975 9.851 -0.139
N 11.102 19.059 12.375 0.043
H 13.677 19.315 12.596 0.049
H 13.358 20.866 11.917 0.079
H 14.172 19.648 10.876 0.087
H 11.522 19.857 10.495 0.148
H 13.039 17.323 11.206 0.118
H 12.913 18.144 9.647 0.136
H 12.058 16.029 8.944 0.095
H 10.462 15.556 9.576 0.087
H 12.002 15.357 10.595 0.102
H 11.650 18.620 13.136 0.058
H 10.548 18.254 12.105 0.074
C 7.135 16.510 17.586 -0.057
C 6.723 14.993 17.763 -0.399
C 6.742 14.320 16.401 -0.214
O 6.261 12.962 16.452 -0.188
C 6.098 12.528 15.153 -0.157
N 7.639 14.288 18.712 0.053
H 6.316 17.091 17.173 0.072
H 8.131 16.797 17.088 0.071
H 7.389 16.926 18.567 0.062
H 5.669 15.025 18.097 0.136
H 7.830 14.387 16.099 0.135
H 6.098 14.888 15.691 0.132
H 7.087 12.379 14.596 0.099
H 5.495 13.224 14.534 0.087
H 5.531 11.610 15.089 0.084
H 7.535 14.667 19.592 0.026
H 7.433 13.291 18.802 0.069